[1]
{
  "formula": "C9H16N4O4S",
  "method": "ωB97M-V with the def2-TZVPD basis set",
  "e_homo_ev": -8.599,
  "total_energy_ha": -1270.74498,
  "spin_multiplicity": 1,
  "smiles": "N[C@@H](Cc1c[nH]cn1)C(=O)O.N[C@@H](CS)C(=O)O",
  "species": ["N", "C", "C", "C", "C", "N", "C", "N", "C", "O", "O", "H", "H", "H", "H", "H", "H", "H", "H", "H", "N", "C", "C", "S", "C", "O", "O", "H", "H", "H", "H", "H", "H", "H"],
  "positions_angstrom": [[-3.29224, -1.71179, -0.75069], [-2.75276, -0.91467, 0.28732], [-3.76579, -0.53231, 1.38773], [-3.52563, 0.78854, 2.03608], [-2.53950, 1.11750, 2.92649], [-2.82152, 2.42890, 3.27031], [-3.89527, 2.85196, 2.53757], [-4.32395, 1.88635, 1.75274], [-1.56860, -1.67065, 0.94966], [-1.20112, -1.48787, 2.08040], [-1.05573, -2.62374, 0.20337], [-3.71676, -1.17709, -1.47469], [-4.02003, -2.35214, -0.41835], [-2.33828, -0.01443, -0.17636], [-3.77116, -1.32385, 2.17905], [-4.78621, -0.54773, 0.94045], [-1.67587, 0.55086, 3.32278], [-2.41010, 2.98353, 4.01609], [-4.33592, 3.84372, 2.67498], [-1.65752, -2.63920, -0.63513], [2.22027, -0.73251, -2.00439], [3.23165, 0.33389, -2.06786], [4.22751, -0.00222, -0.94058], [3.42580, -0.15185, 0.66450], [3.97262, 0.54132, -3.39525], [4.95586, 1.23661, -3.51995], [3.37853, -0.06759, -4.42987], [1.28829, -0.40023, -2.33943], [2.46999, -1.44536, -2.61660], [2.78512, 1.31315, -1.84710], [4.58340, -0.97571, -1.20591], [5.02847, 0.64434, -0.83255], [2.40335, -0.84984, 0.14779], [3.93678, 0.18337, -5.24131]],
  "forces_ev_per_angstrom": [[-0.6, -1.7, -0.7], [0.5, 0.7, 1.4], [-0.6, -0.6, 0.2], [0.2, 0.3, -0.3], [0.1, 0.1, 0.6], [0.1, 0.6, 0.2], [0.2, -0.6, 0.2], [0.0, 0.0, 0.5], [-0.6, 0.1, 0.5], [0.1, 0.4, -0.1], [-0.7, -0.4, -2.2], [-0.2, 0.5, -0.5], [0.4, 0.2, 0.0], [0.0, 0.0, 0.2], [0.1, 0.5, -0.6], [0.7, 0.3, 0.2], [-0.9, 0.5, -0.3], [0.1, -0.4, -0.4], [0.2, -0.5, -0.2], [1.0, 0.0, 1.4], [-1.7, 2.4, -0.1], [0.0, 0.1, 0.7], [-1.7, -1.1, -0.4], [-0.1, 0.2, 0.2], [0.3, 0.6, 0.4], [-0.6, -0.5, 0.1], [1.1, 0.3, -1.7], [1.2, -0.3, 0.4], [0.5, -1.6, -1.2], [-0.1, -0.2, 0.0], [0.6, -0.7, 0.0], [1.5, 1.4, -0.1], [0.0, -0.1, 0.2], [-1.1, -0.5, 1.5]]
}

[2]
{
  "formula": "C9H16N4O5",
  "method": "ωB97M-V with the def2-TZVPD basis set",
  "e_homo_ev": -9.192,
  "total_energy_ha": -947.73586,
  "spin_multiplicity": 1,
  "smiles": "NC(=O)CC[C@H](NC(=O)[C@@H](N)CC(N)=O)C(=O)O",
  "species": ["N", "C", "O", "C", "C", "C", "N", "C", "O", "C", "N", "C", "C", "N", "O", "C", "O", "O", "H", "H", "H", "H", "H", "H", "H", "H", "H", "H", "H", "H", "H", "H", "H", "H"],
  "positions_angstrom": [[-4.93666, -0.13101, -0.93168], [-3.61460, 0.19008, -0.53723], [-2.87882, 0.94554, -1.16449], [-3.41265, -0.39300, 0.83093], [-2.19573, 0.21111, 1.56272], [-0.86225, 0.05986, 0.83358], [-0.44779, 1.26595, 0.00696], [0.81054, 1.72071, -0.50708], [0.72086, 2.57669, -1.34901], [2.22435, 1.24732, 0.04134], [2.06141, 0.70391, 1.39679], [2.72880, 0.17892, -0.90163], [4.15485, -0.31096, -0.46510], [4.48619, -1.68863, -0.61709], [5.08856, 0.46443, -0.00909], [-0.57367, -1.00369, -0.10104], [0.55330, -1.43322, -0.35319], [-1.48897, -1.36918, -1.01305], [-5.31207, -0.75557, -0.32966], [-5.04888, -0.09880, -1.93216], [-4.38639, -0.28702, 1.39263], [-3.18649, -1.50651, 0.72767], [-1.82460, -0.38870, 2.42360], [-2.20417, 1.23906, 2.10176], [-0.09156, 0.24572, 1.59364], [-1.21940, 1.60454, -0.47103], [2.87409, 2.07282, -0.04143], [2.71479, -0.13354, 1.31772], [2.51835, 1.10834, 2.15885], [2.63362, 0.77765, -1.85187], [2.04679, -0.62122, -0.90709], [5.29537, -2.09972, -0.17996], [3.85364, -2.25957, -1.13097], [-1.08081, -2.13233, -1.59433]],
  "forces_ev_per_angstrom": [[4.0, 3.0, -2.0], [-1.8, 1.2, -0.8], [-1.3, -1.2, 0.8], [0.8, -0.5, 1.5], [1.2, 0.0, 1.5], [1.5, 4.1, 0.6], [2.2, -0.9, 1.1], [-1.2, -0.5, 1.2], [0.7, 0.4, -0.6], [-2.5, -0.5, 0.9], [1.3, -3.4, -1.4], [1.6, 1.4, -0.6], [4.4, 1.2, 0.5], [-1.4, 2.6, 0.2], [-4.2, -2.7, -1.4], [2.6, -2.5, -3.2], [-1.0, -0.2, 1.8], [-0.6, -2.1, -0.9], [-2.0, -2.5, 1.3], [-0.7, -0.3, 0.1], [1.2, -0.1, -0.3], [-0.6, 1.4, 0.0], [-1.6, -0.3, -0.1], [-0.6, -1.4, -1.7], [0.0, -1.6, -0.1], [-1.3, 1.0, -1.5], [0.6, 1.2, 0.1], [-1.6, 0.7, 0.6], [0.7, 2.1, 1.0], [1.0, -1.2, 0.3], [-0.4, -0.9, -0.2], [0.0, 0.4, -0.2], [-0.3, -0.5, 0.0], [-0.7, 2.4, 1.7]]
}

[3]
{
  "formula": "C9H16N5",
  "method": "ωB97M-V with the def2-TZVPD basis set",
  "e_homo_ev": [-11.383, -11.384],
  "total_charge": 1,
  "total_energy_ha": -625.87681,
  "spin_multiplicity": 1,
  "species": ["C", "C", "C", "C", "C", "C", "C", "C", "C", "N", "N", "N", "N", "N", "H", "H", "H", "H", "H", "H", "H", "H", "H", "H", "H", "H", "H", "H", "H", "H"],
  "positions_angstrom": [[-2.79132, -0.50607, -0.83973], [-2.46002, 1.36119, 0.57821], [-1.29417, -0.83590, -0.45812], [-3.33053, 0.51119, -0.03750], [-0.54970, 0.32905, -0.12349], [-2.26144, -1.63392, -0.09662], [-2.47633, -2.98848, 0.28217], [1.56426, 1.44956, 0.57636], [4.82540, 0.94452, -0.40327], [-1.17883, 1.39352, 0.30039], [1.37961, -0.66303, -0.50478], [0.88829, 0.35788, -0.08451], [-4.66925, 0.69305, 0.01075], [4.22257, -0.35536, 0.00502], [-3.07849, -0.63215, -1.82242], [-2.91265, 2.29483, 0.87870], [-1.99406, -3.53807, -0.54698], [-3.52580, -3.21722, 0.14784], [-1.89651, -3.26899, 1.20223], [1.86278, 1.22498, 1.58586], [2.50990, 1.66064, 0.07295], [0.82605, 2.30290, 0.61372], [4.72346, 1.20676, -1.51259], [4.38398, 1.90620, 0.17988], [5.91959, 0.83482, -0.16969], [2.38193, -0.69278, -0.37676], [-5.32485, 0.12119, -0.49739], [-5.09614, 1.38567, 0.57041], [4.52642, -0.55695, 0.98958], [4.82590, -1.08904, -0.52021]],
  "forces_ev_per_angstrom": [[1.1, -1.4, 0.2], [-1.0, 1.8, -0.3], [-0.5, 1.5, 0.6], [-2.6, 0.3, 0.3], [-0.4, 1.1, 0.4], [2.2, 0.2, -0.7], [0.4, -1.5, 0.1], [-0.1, 2.1, -0.1], [0.6, 1.9, 0.5], [2.2, -0.7, 0.6], [0.4, -1.7, -1.0], [-2.2, -0.3, 0.3], [0.5, -0.6, -0.5], [1.7, -1.5, -0.4], [-0.9, 0.0, -2.1], [0.2, 0.2, 0.7], [-0.1, -0.1, 0.3], [-0.2, -0.5, 1.0], [-1.2, 0.1, -0.6], [-0.3, -0.6, 0.5], [-0.6, 0.1, -0.3], [1.1, -0.9, -0.2], [-0.1, -0.8, 1.5], [1.1, -2.5, -1.1], [-0.9, 0.9, -0.4], [1.4, 0.4, 0.3], [0.4, -0.2, -0.1], [-0.1, 0.8, 0.6], [-0.5, 0.5, -1.1], [-1.6, 1.4, 0.9]]
}

[4]
{
  "formula": "C9H16N5",
  "method": "ωB97M-V with the def2-TZVPD basis set",
  "e_homo_ev": [-10.902, -10.903],
  "total_charge": 1,
  "total_energy_ha": -625.97127,
  "spin_multiplicity": 1,
  "species": ["C", "C", "C", "C", "C", "C", "C", "C", "C", "N", "N", "N", "N", "N", "H", "H", "H", "H", "H", "H", "H", "H", "H", "H", "H", "H", "H", "H", "H", "H"],
  "positions_angstrom": [[1.22649, -0.50978, 2.30210], [1.16455, 0.55336, 3.15287], [0.25293, -0.63684, 1.16827], [0.25765, 1.54373, 2.80486], [-0.49512, -2.31114, -0.59502], [-1.20925, -1.15798, -1.14812], [1.34592, 0.59551, -3.29419], [-0.69958, -0.21315, -2.18738], [0.80950, -0.28749, -2.19449], [0.34441, -1.77012, 0.45962], [-0.54531, 0.33196, 0.88557], [-0.46183, 1.41580, 1.67420], [0.11925, 2.77012, 3.39345], [-2.41642, -0.97463, -0.56862], [1.69476, -1.48983, 2.42559], [1.88086, 0.55641, 3.96914], [-1.16760, -3.21182, -0.20849], [0.09544, -2.79025, -1.34696], [1.28115, 0.13707, -4.30102], [2.39729, 0.74669, -3.19026], [0.81476, 1.45740, -3.34627], [-1.17385, -0.60517, -3.12040], [-1.29747, 0.66646, -1.89892], [1.08757, -0.04912, -1.20719], [1.20931, -1.34763, -2.34789], [-1.02937, 2.27100, 1.30424], [0.64145, 2.68956, 4.27226], [-0.80092, 3.18254, 3.43533], [-2.63220, -1.48955, 0.24944], [-2.69438, -0.07311, -0.54172]],
  "forces_ev_per_angstrom": [[-2.1, -0.8, -0.5], [1.6, -2.4, -0.7], [1.9, -3.1, -0.4], [-2.2, 2.3, -2.6], [-0.7, -1.3, 1.0], [-3.0, -1.1, 1.3], [1.4, -2.7, -0.8], [-1.9, -2.1, 0.8], [0.1, -1.0, -1.6], [0.8, 0.2, 1.1], [-1.5, 2.5, -0.6], [-0.6, 1.8, 0.5], [1.5, -1.1, 1.5], [3.1, -2.2, -2.0], [0.7, 0.8, 0.3], [-0.5, 0.5, 0.2], [0.8, 2.1, -0.6], [0.7, -0.2, -0.4], [-0.4, -0.1, 0.6], [0.7, 0.5, 0.3], [-1.2, 2.9, -0.1], [0.4, 0.3, 0.3], [1.2, 0.7, -0.7], [0.9, 0.8, 1.0], [-0.9, 1.3, 0.2], [1.5, -2.2, 1.2], [-0.7, 1.1, -0.2], [0.1, 0.0, 0.2], [-0.2, -0.8, 0.5], [-1.6, 3.4, -0.1]]
}

[5]
{
  "formula": "C9H16NO",
  "method": "ωB97M-V with the def2-TZVPD basis set",
  "e_homo_ev": -12.011,
  "total_charge": 1,
  "total_energy_ha": -482.28150,
  "spin_multiplicity": 1,
  "species": ["C", "C", "N", "H", "H", "H", "H", "H", "H", "H", "H", "C", "C", "C", "C", "C", "C", "C", "O", "H", "H", "H", "H", "H", "H", "H", "H"],
  "positions_angstrom": [[-2.29212, 0.41217, -1.95937], [-2.01774, -0.58801, -0.85503], [-1.20390, 1.45099, -1.97844], [-2.32870, -0.10849, -2.92461], [-3.27637, 0.88933, -1.99294], [-1.55533, -0.05585, -0.03364], [-1.28826, -1.31892, -1.18475], [-1.66374, 2.35644, -2.07806], [-0.68121, 1.42722, -1.09644], [-0.58159, 1.38406, -2.78415], [-2.88329, -1.13103, -0.49888], [0.25867, -2.94453, 1.53441], [1.17340, 1.13203, 0.43064], [1.74853, 0.04257, -0.23213], [0.33830, 0.86781, 1.49637], [1.39420, -1.25881, 0.04030], [-0.08435, -0.44262, 1.73390], [0.49566, -1.52026, 1.08733], [1.35517, 2.43457, 0.01134], [2.53625, 0.24205, -0.96141], [2.26805, 2.50855, -0.33759], [-0.12433, 1.66368, 2.07322], [1.88857, -2.06301, -0.48488], [-0.78120, -0.67663, 2.53435], [0.06215, -2.98769, 2.59528], [1.16388, -3.51847, 1.31668], [-0.53347, -3.44656, 0.98003]],
  "forces_ev_per_angstrom": [[-0.9, -1.3, -1.1], [0.2, 0.3, -0.1], [-0.8, 0.5, -0.5], [0.6, 0.2, 0.1], [0.3, 0.3, 0.8], [-0.2, -0.1, 0.4], [0.1, -0.1, -0.1], [0.3, 0.2, 0.3], [0.3, 0.1, -0.1], [0.2, -0.3, 0.3], [-0.3, 0.1, -0.1], [0.4, 0.1, -0.7], [-0.1, -0.5, 0.1], [0.4, 0.7, -0.9], [-1.4, 0.1, -0.1], [-0.1, 0.2, 1.0], [0.8, -0.3, 0.7], [0.1, -0.4, -0.5], [1.0, -0.2, -0.1], [-0.3, 0.0, -0.1], [-0.7, 0.2, 0.2], [0.2, 0.1, -0.1], [0.0, -0.1, 0.0], [0.1, 0.3, 0.0], [-0.1, -0.1, 0.2], [-0.1, 0.0, 0.2], [-0.2, 0.1, 0.1]]
}

[6]
{
  "formula": "C9H16O",
  "method": "ωB97M-V with the def2-TZVPD basis set",
  "e_homo_ev": -9.069,
  "total_energy_ha": -427.63701,
  "spin_multiplicity": 1,
  "smiles": "C=C1C[C@]1(C)[C@H](C)[C@@H](C)O",
  "species": ["C", "C", "C", "C", "C", "C", "C", "C", "C", "O", "H", "H", "H", "H", "H", "H", "H", "H", "H", "H", "H", "H", "H", "H", "H", "H"],
  "positions_angstrom": [[0.46861, -2.11253, 1.47848], [0.62291, -1.31707, 0.42350], [1.36434, -0.97642, -0.75209], [-0.18131, -0.83582, -0.70102], [-0.99979, -1.84101, -1.48568], [-0.86885, 0.44080, -0.26671], [-1.46102, 1.27958, -1.38522], [0.21133, 1.49365, 0.69163], [1.00087, 1.20138, 1.95343], [0.96152, 2.29757, -0.20108], [1.28196, -2.30612, 2.16611], [-0.51806, -2.46375, 1.75976], [1.78400, -1.81395, -1.29778], [1.99824, -0.10467, -0.73595], [-1.01701, -1.56067, -2.54349], [-0.56759, -2.84504, -1.42498], [-2.03282, -1.88056, -1.12890], [-1.65655, 0.17820, 0.44984], [-1.23571, 2.34926, -1.41076], [-1.23931, 1.02795, -2.42908], [-2.55578, 1.26719, -1.30840], [-0.60550, 2.14662, 1.01799], [1.08807, 2.12374, 2.54050], [0.50905, 0.47016, 2.59406], [2.03759, 0.93781, 1.72740], [1.61083, 2.84371, 0.26845]],
  "forces_ev_per_angstrom": [[0.2, 0.9, -0.1], [-1.0, -2.7, 0.9], [0.5, 1.3, -0.2], [0.2, -0.7, 0.6], [0.1, 0.2, -0.3], [3.0, 1.6, 0.9], [-1.1, 1.0, -0.7], [-2.8, 0.5, -1.0], [0.2, -0.3, 0.0], [0.6, -0.2, -0.7], [0.1, -0.4, -0.2], [-0.1, 0.3, 0.2], [-0.1, 0.0, -0.1], [0.0, 0.4, -0.3], [-0.2, 0.0, 0.0], [0.0, 0.2, 0.1], [0.1, 0.0, 0.0], [0.3, 0.0, 0.0], [0.4, -0.1, 0.7], [0.3, -0.7, 0.4], [0.1, -0.2, -0.1], [-0.2, 0.0, 0.3], [-0.2, 0.1, -0.2], [0.2, -0.1, -0.1], [-0.2, -0.6, 0.0], [-0.4, -0.4, 0.0]]
}

[7]
{
  "formula": "C9H16O2S3",
  "method": "ωB97M-V with the def2-TZVPD basis set",
  "e_homo_ev": -8.824,
  "total_energy_ha": -1697.36833,
  "spin_multiplicity": 1,
  "species": ["C", "C", "C", "C", "C", "C", "C", "C", "C", "H", "H", "H", "H", "H", "H", "H", "H", "H", "H", "H", "H", "H", "H", "H", "H", "O", "O", "S", "S", "S"],
  "positions_angstrom": [[-5.49864, -0.41669, -0.48193], [-4.10916, -1.07454, -0.28701], [-3.01940, -0.12540, -0.91409], [-1.07834, 1.76713, -0.05398], [0.05446, 1.13776, -0.68848], [1.26118, 0.86856, -0.11307], [4.92362, -0.30125, 1.03196], [5.88999, -0.28982, -0.03555], [6.11188, 0.81070, -0.78848], [-6.30471, -1.61802, 0.88329], [-5.64928, 0.49716, 0.13565], [-5.71323, -0.25988, -1.49475], [-3.53706, -1.38881, 0.69981], [-4.30941, -2.03655, -0.63951], [-2.21318, -0.64039, -1.81278], [-3.74150, 0.82309, -1.39629], [-0.74976, 2.40320, 0.87045], [-1.77099, 2.43047, -0.61390], [-0.05243, 0.39735, -1.48973], [1.67806, 1.38992, 0.79271], [4.61610, 0.56588, 1.58970], [5.41810, -0.96164, 1.79979], [6.41563, -1.16714, -0.27868], [5.46722, 1.67185, -0.68906], [6.85686, 0.86228, -1.66901], [-6.52116, -1.28257, -0.02916], [-3.33404, 1.41866, 1.25213], [-2.19388, 0.51793, 0.66379], [2.39179, -0.36040, -0.90794], [3.25319, -1.30229, 0.71367]],
  "forces_ev_per_angstrom": [[0.2, 0.0, 4.4], [1.9, 1.2, 0.8], [-0.4, 0.4, -2.8], [-0.6, 2.3, 2.1], [3.0, -2.6, 0.1], [0.0, 0.6, 0.0], [-1.1, -2.8, 2.1], [0.1, 3.1, -2.3], [0.7, -0.9, -1.2], [-0.3, 0.7, -1.4], [0.7, 0.0, -0.9], [0.1, 0.3, -1.6], [-2.4, 1.0, -0.8], [0.5, -1.6, -1.7], [-2.5, 1.7, 2.9], [2.8, -2.4, 1.2], [-0.6, -1.2, -1.5], [0.6, -0.5, -0.1], [-0.8, 0.7, -0.3], [-0.5, -0.7, -0.9], [0.1, 0.8, -0.5], [-0.9, 0.4, -0.3], [0.6, -1.1, 0.1], [0.1, 0.2, 0.3], [-1.2, -0.3, 1.7], [-0.3, -1.4, 1.2], [2.2, -2.0, -0.8], [-2.8, 2.3, -0.5], [-0.4, 0.9, 1.0], [1.2, 1.0, -0.3]]
}

Taking the records one at a time from the top gives relative energy (zero: lowest compared OMol25 entry of this formula, charge and spin) values of 10.5; 93.0; 99.5; 40.2; 7.1; 67.6; 80.6 kcal per mole.